A structure of composition C27H23AsBN6Ru. Source: the OMol25 dataset; level of theory: ωB97M-V with the def2-TZVPD basis set.

Calculated total energy, Ha: -3725.7345
Multiplicity: 5
Charge: +3
E_HOMO (alpha / beta), Ha: -0.64006 / -0.63986
Kohn-Sham gap (alpha / beta), Ha: 0.257 / 0.194

Last column: natural (NBO) charge in e.
Atoms and positions in Å:
Ru1 -0.083 1.760 -0.776  1.19
C1 -3.119 1.475 2.199  -0.29
C2 -2.746 1.174 0.907  0.01
N1 -1.606 1.834 0.601  -0.36
N2 -1.235 2.554 1.710  -0.32
C3 -2.138 2.342 2.668  0.08
B1 0.019 3.483 1.711  0.52
N3 1.325 2.632 1.549  -0.32
C4 2.366 2.519 2.375  0.08
C5 3.348 1.738 1.778  -0.30
C6 2.828 1.389 0.549  0.00
N4 1.603 1.933 0.403  -0.36
N5 -0.086 4.359 0.444  -0.30
C7 -0.142 5.668 0.237  0.13
C8 -0.237 5.914 -1.141  -0.28
C9 -0.229 4.680 -1.727  0.01
N6 -0.137 3.718 -0.752  -0.32
H1 -3.995 1.133 2.725  0.28
H2 -3.237 0.549 0.176  0.25
H3 -2.045 2.826 3.629  0.26
H4 0.064 4.139 2.705  0.03
H5 2.362 3.010 3.338  0.27
H6 4.319 1.490 2.176  0.28
H7 3.276 0.814 -0.246  0.24
H8 -0.117 6.366 1.062  0.27
H9 -0.301 6.872 -1.629  0.29
H10 -0.284 4.419 -2.772  0.25
C10 -4.238 -2.853 -1.125  -0.16
C11 -3.806 -1.989 -2.124  -0.18
C12 -2.579 -1.353 -2.006  -0.27
C13 -1.792 -1.601 -0.883  -0.26
C14 -2.217 -2.452 0.128  -0.26
C15 -3.452 -3.080 -0.004  -0.16
As1 -0.085 -0.716 -0.800  0.99
C16 0.966 -1.792 -2.027  -0.27
C17 0.953 -1.790 -3.387  -0.15
C18 1.725 -2.755 -4.076  -0.03
C19 2.498 -3.706 -3.391  -0.19
C20 2.524 -3.706 -2.023  -0.10
C21 1.757 -2.744 -1.303  -0.01
C22 1.702 -2.638 0.108  0.07
C23 2.427 -3.456 1.015  -0.11
C24 2.308 -3.239 2.366  -0.19
C25 1.484 -2.212 2.844  -0.04
C26 0.755 -1.387 1.965  -0.22
C27 0.854 -1.609 0.623  -0.28
H11 -5.193 -3.351 -1.222  0.26
H12 -4.424 -1.810 -2.995  0.25
H13 -2.248 -0.682 -2.791  0.22
H14 -1.614 -2.639 1.005  0.23
H15 -3.795 -3.750 0.772  0.25
H16 0.361 -1.085 -3.954  0.24
H17 1.716 -2.763 -5.160  0.26
H18 3.072 -4.434 -3.948  0.27
H19 3.124 -4.436 -1.495  0.25
H20 3.073 -4.244 0.651  0.25
H21 2.854 -3.859 3.064  0.27
H22 1.401 -2.054 3.912  0.25
H23 0.118 -0.607 2.364  0.24